Record 1
Formula: C22H12F2N2O4S
Source: OMol25
Level of theory: ωB97M-V/def2-TZVPD

For the molecular weight, the calculation gives 438.411 g/mol. Its multiplicity is 1. As for the gap between HOMO and LUMO: 8.3 eV. As for the SMILES: O=C(C1=C(O)C(=O)N(c2nc3ccc(F)cc3s2)[C@@H]1c1cccc(F)c1)c1ccco1. Its largest force on an atom is 1.990 eV Å⁻¹. For the energy above the lowest of the compared OMol25 structures with the same formula, charge and spin, the calculation gives 0.0 kJ/mol. For the lowest unoccupied orbital energy, the calculation gives -0.5 eV. The value obtained for the HOMO energy is -8.8 eV.

```
43
C22H12F2N2O4S, DFT ωB97M-V/def2-TZVPD
S 1.62585 -0.51178 4.08317
F -4.17392 1.96705 1.38636
F 5.42534 2.45877 6.10868
O -2.29734 -1.61014 -1.98730
O 0.26203 -2.76474 2.58795
O -1.11228 -3.69800 0.18268
O 1.03991 -0.59701 -2.87200
N 0.36150 -0.68332 1.54187
N 1.93014 1.00354 2.00306
C 0.06838 -0.21238 0.18481
C -2.14257 0.94076 0.78349
C -2.49327 3.27412 0.39964
C -0.28250 -0.90478 -2.95422
C 0.32091 -0.25524 -5.02777
C 1.35961 -0.13704 -4.15094
C -0.75712 -0.73939 -4.23356
C -0.84674 0.98335 0.22336
C -0.00528 -2.01081 1.68379
C -0.40281 2.23318 -0.21478
C -1.23416 3.34988 -0.16753
C 2.79639 1.46842 2.99027
C -0.58168 -2.45173 0.39062
C -1.09543 -1.39607 -1.84046
C -0.57666 -1.41248 -0.47243
C 4.63459 2.83584 3.86556
C 2.81074 0.77135 4.18368
C -2.91960 2.07075 0.89148
C 4.61649 2.09195 5.06006
C 3.68666 1.08947 5.21398
C 1.24197 -0.02281 2.43961
C 3.75046 2.50564 2.85279
H 0.63079 2.31275 -0.58020
H 3.65824 0.54207 6.14998
H 0.33719 0.02993 -6.06244
H 0.99490 0.05457 -0.24117
H -3.20074 4.10589 0.39978
H 3.79206 3.03197 1.89182
H -2.60650 0.00933 1.04930
H 5.35401 3.67732 3.72186
H -0.92995 4.30191 -0.57757
H -1.76396 -0.95800 -4.57879
H 2.32885 0.29048 -4.47107
H -0.84987 -4.27994 0.91719
```

***

Record 2
Formula: C19H26Cl8F4O15
Source: OMol25
Level of theory: ωB97M-V/def2-TZVPD

For the molecular weight, the calculation gives 854.018 g/mol. Its multiplicity is 1. As for the gap between HOMO and LUMO: 11.0 eV. As for the SMILES: O=C1OC[C@@H](F)O1.O=C1OC[C@@H](F)O1.O=C1OC[C@@H](F)O1.O=C1OC[C@@H](F)O1.COC(=O)OC.ClCCl.ClCCl.ClCCl.ClCCl. Its largest force on an atom is 5.818 eV Å⁻¹. For the energy above the lowest of the compared OMol25 structures with the same formula, charge and spin, the calculation gives 0.0 kJ/mol. For the lowest unoccupied orbital energy, the calculation gives 0.2 eV. The value obtained for the HOMO energy is -10.8 eV.

```
72
C19H26Cl8F4O15, DFT ωB97M-V/def2-TZVPD
Cl -3.14613 2.35302 -7.01277
Cl 1.71601 -9.39579 -5.51295
Cl -6.08462 -8.03546 0.89979
Cl -4.16459 -10.02235 0.02458
Cl -5.20989 3.64203 0.05118
Cl -0.29614 -8.49290 -7.53447
Cl -3.80703 6.29832 0.24108
Cl -1.80478 4.44526 -5.37059
F 6.90239 1.51697 1.79165
F 0.55153 8.57417 7.63739
F 5.65697 4.31519 -10.08624
F -8.70257 -3.43986 8.42033
O 1.64549 6.96301 6.62635
O 5.52223 1.13275 -9.25931
O 5.63953 1.68433 -0.95108
O 4.14882 2.85651 -9.36154
O 7.38768 1.71071 -2.31429
O 3.27446 0.72579 -9.16406
O 7.43680 2.45563 -0.24856
O -1.04736 -2.91637 1.06759
O 1.25751 5.75405 4.78903
O -6.73697 -5.80244 9.92307
O -0.70036 -3.31293 -0.98084
O 1.30043 8.04046 4.78831
O -4.60793 -5.25706 9.19781
O -6.53288 -4.08108 8.60057
O -0.59255 -1.15728 -0.42514
C 6.36371 2.24381 -9.60311
C 1.78192 8.97926 5.67745
C -0.72090 -2.34046 -0.11442
C -5.83507 -5.04044 9.20938
C 1.70715 8.30919 6.99863
C -0.33404 -3.02612 -2.35806
C 6.61925 2.50931 0.90537
C 1.27619 -9.33080 -7.20780
C -8.01575 -5.23052 9.82571
C 5.44181 3.30916 -9.20275
C 1.34218 6.80960 5.36142
C 5.25335 2.24359 0.31310
C -3.81719 4.52938 0.76231
C -0.90872 -2.10860 2.24880
C -4.41920 -8.35254 0.34336
C -7.85412 -4.48455 8.49558
C 6.84259 1.94508 -1.26031
C 4.19952 1.48028 -9.23620
C -2.97747 3.07523 -5.41922
H 7.20978 2.38163 -8.92986
H 4.60288 3.09054 0.09480
H 1.18466 9.87820 5.83008
H -8.03789 -5.08627 7.60548
H -3.95141 3.54972 -5.29924
H 0.09937 -1.69426 2.23530
H -2.79847 2.33003 -4.64414
H -1.61060 -1.27549 2.28621
H 1.19913 -10.36086 -7.55583
H -1.14071 -2.50777 -2.87642
H -8.81045 -5.96620 9.70193
H 6.59940 3.44909 1.45720
H 0.48570 -2.30776 -2.34819
H -1.12840 -2.71613 3.12673
H -4.31309 -7.86114 -0.62378
H 5.52154 3.70170 -8.18902
H 4.54549 1.65508 0.89680
H -3.95066 4.56662 1.84346
H 6.61732 2.37439 -10.65512
H -2.88537 4.09539 0.39973
H 2.80540 9.26006 5.42898
H -8.13870 -4.51741 10.64086
H 0.05210 -3.88552 -2.90617
H 2.51744 8.61798 7.65907
H 2.02953 -8.81677 -7.80474
H -3.65490 -8.02931 1.05009
```

***

Record 3
Formula: C5H7ClN2
Source: OMol25
Level of theory: ωB97M-V/def2-TZVPD

For the molecular weight, the calculation gives 130.578 g/mol. Its multiplicity is 1. As for the gap between HOMO and LUMO: 9.4 eV. Its largest force on an atom is 4.847 eV Å⁻¹. For the energy above the lowest of the compared OMol25 structures with the same formula, charge and spin, the calculation gives 320.0 kJ/mol. For the lowest unoccupied orbital energy, the calculation gives 0.8 eV. The value obtained for the HOMO energy is -8.6 eV.

```
15
C5H7ClN2, DFT ωB97M-V/def2-TZVPD
Cl 0.80923 1.03700 -2.03151
N -1.96846 0.54599 -0.06112
N 1.91391 0.94162 0.28309
C 0.67682 0.68012 -0.30164
C 0.31047 -1.25671 -0.44782
C -0.68082 1.23203 0.35719
C -2.07969 -0.62562 -0.43769
C -0.93789 -1.59097 -0.74651
H -0.67860 2.33307 0.23308
H 2.06898 1.01414 1.29008
H 2.68126 0.48236 -0.20944
H -3.11338 -1.05434 -0.56202
H -1.04933 -2.58431 -1.18337
H 1.19945 -1.83297 -0.49335
H -0.79258 1.06392 1.34945
```

***

> Which formula does entry 3 have?

C5H7ClN2

***

> molecular weight of number 1 (C22H12F2N2O4S)?

438.411 g/mol